Entry a
C4HNO in the gas phase. Source: OMol25; level of theory: the ωB97M-V functional and the def2-TZVPD basis.

```
7
Properties=species:S:1:pos:R:3:mulliken_charge:R:1
O -2.19917 -0.66170 1.15554 -0.401
C -1.64627 -0.03099 0.28857 -0.256
C -0.20408 -0.00325 0.19818 -0.061
C 0.98731 -0.10309 0.29738 0.657
C 2.99551 0.42465 -0.48383 0.020
N 2.32622 -0.15292 0.32338 -0.237
H -2.19644 0.55106 -0.46960 0.280
```

Total charge: 0
Orbital gap in hartree: 0.37298
Molecular weight in g/mol: 79.06

***

Entry b
C4HNO in the gas phase. Source: OMol25; level of theory: the ωB97M-V functional and the def2-TZVPD basis.

```
7
Properties=species:S:1:pos:R:3:mulliken_charge:R:1
N 1.79168 1.18998 -0.51119 -0.432
C 1.67690 0.11978 -0.06867 0.613
C 1.00188 -0.99916 0.39924 -0.330
C -0.22243 -1.04361 0.43317 0.079
C -1.23866 -0.03845 0.03023 0.138
O -2.42741 -0.04193 0.03888 -0.394
H -0.58195 0.81339 -0.32166 0.326
```

Total charge: 0
Orbital gap in hartree: 0.35863
Molecular weight in g/mol: 79.06

***

Relative to the most stable structure, the computed energies are entry a 0.0000; entry b 0.0097, all in hartree.

***

Entry a
A molecular structure, C5H4N2O2. Source: OMol25; level of theory: the ωB97M-V functional and the def2-TZVPD basis.

```
13
Properties=species:S:1:pos:R:3:mulliken_charge:R:1
C -0.97823 -0.27908 -2.15307 0.518
C 0.42414 0.19603 -0.50118 0.432
C 1.23777 0.52603 0.66139 -0.260
C 0.15050 0.02985 1.65777 -0.536
C -0.45658 -0.45103 0.43138 0.504
H 2.21796 -0.01525 0.77647 0.228
H 1.64211 1.62345 0.69487 0.268
H -0.44704 0.61671 2.26382 0.319
H 0.65930 -0.69221 2.33588 0.198
N 0.25046 0.42437 -1.76167 -0.564
N -1.52598 -0.99850 0.12833 -0.464
O -1.39875 -0.02596 -3.29554 -0.516
O -1.77565 -0.95440 -1.23846 -0.124
```

Total charge: 0
Orbital gap in hartree: 0.34490
Molecular weight in g/mol: 124.10

***

Entry b
2 unconnected molecules or ions with the total composition C5H4N2O2. Source: OMol25; level of theory: the ωB97M-V functional and the def2-TZVPD basis.

```
13
Properties=species:S:1:pos:R:3:mulliken_charge:R:1
C 0.25082 1.08597 -0.60554 0.256
C 0.06566 -0.07734 -1.24548 0.028
C -0.40983 -1.60150 0.31234 0.145
C -0.93758 -0.95419 1.44169 0.376
C 0.24057 0.99022 0.87210 -0.125
H 1.44845 1.91261 -2.10180 0.348
H 0.44856 -0.06911 -2.25815 0.236
H 0.04769 -2.68705 0.60839 0.247
H 0.86327 1.74848 1.16740 0.458
N 0.00571 -1.35926 -0.81397 -0.412
N -0.36862 0.15981 1.61915 -0.396
O 0.22970 2.30849 -1.10327 -0.545
O -1.88440 -1.45711 2.10714 -0.615
```

Total charge: 0
Orbital gap in hartree: 0.24999
Molecular weight in g/mol: 124.10

***

Entry c
A molecular structure, C5H4N2O2. Source: OMol25; level of theory: the ωB97M-V functional and the def2-TZVPD basis.

```
13
Properties=species:S:1:pos:R:3:mulliken_charge:R:1
C -1.87592 0.18845 -0.20244 0.301
C -0.54266 0.06757 -0.42789 0.811
C 0.25613 1.35647 -0.13687 0.010
C 2.01895 -0.01861 0.29904 -0.180
C 1.29596 -1.04104 -0.23733 -0.248
H -2.15133 -1.60723 0.02658 0.373
H -0.54360 2.26891 0.04556 0.319
H 3.15025 -0.02811 1.07634 0.278
H 1.83813 -1.93793 -0.35523 0.419
N 1.54412 1.34027 0.16131 -0.477
N -0.01985 -1.06892 -0.62734 -0.604
O -2.62904 -0.84750 0.65063 -0.478
O -2.34114 1.32766 -0.27237 -0.524
```

Total charge: 0
Orbital gap in hartree: 0.33127
Molecular weight in g/mol: 124.10

***

Relative to the most stable structure, the computed energies are entry a 0.0000; entry b 0.1259; entry c 0.0116, all in hartree.

***

Entry a
2 unconnected molecules or ions with the total composition CH5NO. Source: OMol25; level of theory: the ωB97M-V functional and the def2-TZVPD basis.

```
8
Properties=species:S:1:pos:R:3:mulliken_charge:R:1
C -1.55484 0.65458 0.05463 -0.290
N -0.57349 -0.09740 0.28058 -0.364
H -1.39093 1.55909 -0.50883 0.233
H -2.56499 0.53163 0.45542 0.222
H -0.76959 -0.89087 0.88791 0.210
O 2.64080 -0.49843 -0.26743 -0.675
H 1.83137 -0.00201 -0.10022 0.356
H 2.38168 -1.25660 -0.80206 0.308
```

Total charge: 0
Orbital gap in hartree: 0.42635
Molecular weight in g/mol: 47.06

***

Entry b
CH5NO in the gas phase. Source: OMol25; level of theory: the ωB97M-V functional and the def2-TZVPD basis.

```
8
Properties=species:S:1:pos:R:3:mulliken_charge:R:1
N 0.70314 -0.65360 0.64733 -0.680
C -0.55373 -0.10129 0.16345 -0.088
O -0.25474 0.75645 -0.91101 -0.513
H 1.31096 0.14309 0.85352 0.220
H 0.67400 -1.03498 1.58978 0.238
H -0.99331 0.52629 0.96479 0.239
H -1.24598 -0.94444 0.04276 0.253
H 0.56738 0.37409 -1.27004 0.331
```

Total charge: 0
Orbital gap in hartree: 0.40009
Molecular weight in g/mol: 47.06

***

Relative to the most stable structure, the computed energies are entry a 0.0084; entry b 0.0000, all in hartree.